Record 1
Formula: C7H28N14O7
Source: the Open Molecules 2025 dataset
Level of theory: ωB97M-V/def2-TZVPD

The value obtained for the gap between HOMO and LUMO is 9.62 eV. The energy above the lowest of the compared OMol25 structures with the same formula, charge and spin comes out at 15.0 kcal per mole. Its SMILES is NC(N)=O.NC(N)=O.NC(N)=O.NC(N)=O.NC(N)=O.NC(N)=O.NC(N)=O. The total charge is 0. The calculation puts the energy at -42914.55471 eV. The value obtained for the lowest unoccupied orbital energy is 0.0 eV. The calculation puts the HOMO energy at -9.575 eV.

Last column: natural (NBO) charge in e.
Cartesian coordinates (Å):
N: -1.200 2.520 -0.187  -0.86
C: -1.675 2.189 1.032  0.79
N: -2.180 3.244 1.779  -0.84
O: -1.604 1.048 1.477  -0.70
H: -1.396 3.387 -0.651  0.38
H: -0.790 1.773 -0.738  0.44
H: -1.603 4.058 1.622  0.38
H: -2.283 2.977 2.746  0.40
N: 2.366 2.105 0.084  -0.85
C: 3.531 1.752 0.700  0.77
N: 4.097 2.772 1.429  -0.85
O: 3.971 0.616 0.720  -0.68
H: 2.139 3.064 -0.103  0.39
H: 1.913 1.381 -0.447  0.42
H: 3.696 3.691 1.444  0.38
H: 5.031 2.675 1.780  0.40
N: 1.450 -1.532 -1.129  -0.83
C: 0.322 -0.848 -0.798  0.80
N: -0.322 -1.310 0.305  -0.84
O: -0.018 0.190 -1.365  -0.76
H: 1.725 -2.383 -0.679  0.40
H: 1.969 -1.161 -1.905  0.41
H: 0.078 -2.072 0.815  0.38
H: -1.017 -0.700 0.718  0.45
N: -0.239 2.873 -3.171  -0.85
C: 0.825 3.092 -3.998  0.77
N: 1.489 1.966 -4.423  -0.86
O: 1.162 4.212 -4.336  -0.66
H: -0.548 3.674 -2.658  0.39
H: -0.439 1.935 -2.862  0.41
H: 1.203 1.046 -4.145  0.39
H: 2.409 2.176 -4.764  0.41
N: -4.359 -0.957 1.700  -0.85
C: -5.446 -1.214 0.920  0.77
N: -5.661 -2.555 0.687  -0.86
O: -6.234 -0.386 0.506  -0.65
H: -4.206 -0.016 2.020  0.41
H: -3.542 -1.538 1.747  0.39
H: -6.531 -2.702 0.208  0.40
H: -5.259 -3.245 1.292  0.38
N: -1.226 -2.667 3.732  -0.85
C: -2.390 -2.838 4.446  0.78
N: -3.296 -3.666 3.811  -0.87
O: -2.630 -2.320 5.508  -0.62
H: -0.955 -3.397 3.093  0.37
H: -0.460 -2.247 4.231  0.41
H: -3.088 -4.279 3.042  0.38
H: -3.991 -4.020 4.448  0.40
N: 5.117 -1.609 -1.550  -0.85
C: 4.276 -2.101 -2.520  0.77
N: 3.804 -1.057 -3.323  -0.89
O: 3.925 -3.252 -2.600  -0.64
H: 5.595 -2.354 -1.078  0.41
H: 5.184 -0.628 -1.356  0.41
H: 4.264 -0.166 -3.289  0.39
H: 3.049 -1.199 -3.967  0.40

Record 2
Formula: C7H28N14O7
Source: the Open Molecules 2025 dataset
Level of theory: ωB97M-V/def2-TZVPD

The value obtained for the gap between HOMO and LUMO is 7.71 eV. The energy above the lowest of the compared OMol25 structures with the same formula, charge and spin comes out at 132.0 kcal per mole. Its SMILES is NC(N)=O.NC(N)=O.NC(N)=O.NC(N)=O.NC(N)=O.NC(N)=O.NC(N)=O. The total charge is 0. The calculation puts the energy at -42909.48257 eV. The value obtained for the lowest unoccupied orbital energy is -0.7 eV. The calculation puts the HOMO energy at -8.446 eV.

Last column: natural (NBO) charge in e.
Cartesian coordinates (Å):
N: 2.741 1.672 3.791  -0.81
C: 1.955 0.724 3.408  0.75
N: 2.454 -0.106 2.588  -0.82
O: 0.752 0.709 3.677  -0.69
H: 2.346 2.437 4.319  0.41
H: 3.694 1.843 3.505  0.39
H: 1.797 -0.827 2.325  0.43
H: 3.432 -0.161 2.343  0.38
N: -2.058 1.125 -2.436  -0.82
C: -2.538 0.916 -3.634  0.73
N: -3.794 0.803 -3.623  -0.81
O: -1.907 0.705 -4.649  -0.68
H: -1.072 1.326 -2.356  0.41
H: -2.670 1.102 -1.633  0.39
H: -4.260 0.804 -2.727  0.37
H: -4.364 0.878 -4.453  0.42
N: 0.789 -0.058 0.071  -0.86
C: -0.498 -0.182 0.266  0.76
N: -0.967 -1.033 -0.678  -0.85
O: -1.185 0.342 1.124  -0.69
H: 1.361 0.348 0.797  0.41
H: 1.054 -0.753 -0.612  0.41
H: -0.279 -1.556 -1.201  0.40
H: -1.930 -1.336 -0.646  0.39
N: 4.551 2.459 1.195  -0.81
C: 3.818 2.637 0.198  0.74
N: 3.584 1.526 -0.481  -0.85
O: 3.491 3.744 -0.191  -0.65
H: 4.764 3.261 1.771  0.42
H: 4.917 1.526 1.324  0.37
H: 2.938 1.580 -1.255  0.42
H: 4.201 0.739 -0.342  0.37
N: 3.836 -3.215 -1.548  -0.81
C: 2.568 -3.408 -1.403  0.77
N: 2.281 -4.663 -1.500  -0.81
O: 1.731 -2.566 -1.060  -0.73
H: 4.555 -3.872 -1.282  0.40
H: 4.171 -2.299 -1.287  0.39
H: 1.425 -4.981 -1.068  0.41
H: 2.941 -5.315 -1.900  0.40
N: -4.750 -1.995 -2.130  -0.83
C: -5.284 -2.949 -2.826  0.74
N: -5.718 -3.925 -2.068  -0.83
O: -5.445 -2.826 -3.998  -0.65
H: -4.178 -1.345 -2.650  0.41
H: -4.393 -2.185 -1.204  0.36
H: -5.433 -3.901 -1.099  0.38
H: -6.224 -4.678 -2.511  0.41
N: -0.316 3.267 4.108  -0.86
C: -1.407 3.817 3.613  0.74
N: -1.965 3.059 2.853  -0.80
O: -1.620 5.004 3.813  -0.72
H: -0.101 2.342 3.764  0.40
H: 0.366 3.682 4.727  0.38
H: -1.656 2.118 2.654  0.43
H: -2.501 3.638 2.222  0.40

Record 3
Formula: C7H28N14O7V
Source: the Open Molecules 2025 dataset
Level of theory: ωB97M-V/def2-TZVPD

The value obtained for the gap between HOMO and LUMO (alpha / beta) is 7.45 / 10.10 eV. The energy above the lowest of the compared OMol25 structures with the same formula, charge and spin comes out at 14.8 kcal per mole. As for the expectation value of S²: 3.7519. The multiplicity is 4. The total charge is +2. The calculation puts the energy at -68591.86476 eV. The value obtained for the lowest unoccupied orbital energy (alpha / beta) is -4.5 / -4.5 eV. The calculation puts the HOMO energy (alpha / beta) at -11.913 / -14.567 eV.

Last column: natural (NBO) charge in e.
Cartesian coordinates (Å):
V: -0.305 0.318 0.223  1.33
C: -2.622 -2.129 0.704  0.80
O: -2.253 -0.952 0.693  -0.68
N: -3.899 -2.491 1.040  -0.82
N: -1.856 -3.142 0.232  -0.84
H: -4.489 -1.796 1.458  0.43
H: -4.028 -3.481 1.131  0.39
H: -2.259 -4.061 0.232  0.39
H: -0.915 -2.999 -0.080  0.42
C: -2.636 1.388 -2.080  0.81
O: -2.008 1.202 -1.040  -0.68
N: -3.453 2.432 -2.265  -0.82
N: -2.417 0.606 -3.187  -0.84
H: -3.705 2.992 -1.468  0.42
H: -3.725 2.815 -3.152  0.41
H: -3.004 0.754 -3.989  0.40
H: -1.933 -0.259 -3.054  0.40
C: 0.078 -1.820 -2.451  0.79
O: -0.325 -1.060 -1.559  -0.69
N: 1.370 -2.183 -2.576  -0.82
N: -0.771 -2.477 -3.301  -0.83
H: 1.721 -2.625 -3.404  0.41
H: 1.980 -1.757 -1.897  0.41
H: -0.287 -2.913 -4.060  0.40
H: -1.761 -2.495 -3.136  0.43
C: 1.657 1.633 -2.312  0.80
O: 1.017 1.375 -1.283  -0.69
N: 2.544 2.631 -2.376  -0.81
N: 1.383 1.098 -3.544  -0.83
H: 2.831 3.094 -1.532  0.41
H: 2.931 2.935 -3.249  0.41
H: 0.677 0.411 -3.729  0.41
H: 2.168 1.067 -4.173  0.39
C: 2.345 1.100 2.262  0.80
O: 1.328 1.057 1.547  -0.71
N: 3.542 1.539 1.816  -0.82
N: 2.239 0.986 3.611  -0.83
H: 3.691 1.822 0.869  0.42
H: 4.183 1.597 2.586  0.40
H: 3.059 0.874 4.180  0.40
H: 1.331 0.874 4.023  0.42
C: 1.504 -2.215 1.505  0.81
O: 0.632 -1.456 1.053  -0.71
N: 2.809 -2.167 1.132  -0.83
N: 1.209 -3.140 2.429  -0.81
H: 3.435 -2.910 1.390  0.40
H: 3.159 -1.508 0.462  0.41
H: 1.898 -3.798 2.741  0.41
H: 0.261 -3.113 2.765  0.42
C: -1.159 2.559 2.663  0.81
O: -1.318 1.968 1.591  -0.69
N: -0.477 3.738 2.740  -0.82
N: -1.509 2.028 3.859  -0.85
H: -0.341 4.180 3.628  0.40
H: -0.183 4.161 1.878  0.42
H: -1.660 2.674 4.611  0.41
H: -1.684 1.040 3.843  0.42

Please write out number 1 again, unchanged.
Formula: C7H28N14O7
Source: the Open Molecules 2025 dataset
Level of theory: ωB97M-V/def2-TZVPD

The value obtained for the gap between HOMO and LUMO is 9.62 eV. The energy above the lowest of the compared OMol25 structures with the same formula, charge and spin comes out at 15.0 kcal per mole. Its SMILES is NC(N)=O.NC(N)=O.NC(N)=O.NC(N)=O.NC(N)=O.NC(N)=O.NC(N)=O. The total charge is 0. The calculation puts the energy at -42914.55471 eV. The value obtained for the lowest unoccupied orbital energy is 0.0 eV. The calculation puts the HOMO energy at -9.575 eV.

Last column: natural (NBO) charge in e.
Cartesian coordinates (Å):
N: -1.200 2.520 -0.187  -0.86
C: -1.675 2.189 1.032  0.79
N: -2.180 3.244 1.779  -0.84
O: -1.604 1.048 1.477  -0.70
H: -1.396 3.387 -0.651  0.38
H: -0.790 1.773 -0.738  0.44
H: -1.603 4.058 1.622  0.38
H: -2.283 2.977 2.746  0.40
N: 2.366 2.105 0.084  -0.85
C: 3.531 1.752 0.700  0.77
N: 4.097 2.772 1.429  -0.85
O: 3.971 0.616 0.720  -0.68
H: 2.139 3.064 -0.103  0.39
H: 1.913 1.381 -0.447  0.42
H: 3.696 3.691 1.444  0.38
H: 5.031 2.675 1.780  0.40
N: 1.450 -1.532 -1.129  -0.83
C: 0.322 -0.848 -0.798  0.80
N: -0.322 -1.310 0.305  -0.84
O: -0.018 0.190 -1.365  -0.76
H: 1.725 -2.383 -0.679  0.40
H: 1.969 -1.161 -1.905  0.41
H: 0.078 -2.072 0.815  0.38
H: -1.017 -0.700 0.718  0.45
N: -0.239 2.873 -3.171  -0.85
C: 0.825 3.092 -3.998  0.77
N: 1.489 1.966 -4.423  -0.86
O: 1.162 4.212 -4.336  -0.66
H: -0.548 3.674 -2.658  0.39
H: -0.439 1.935 -2.862  0.41
H: 1.203 1.046 -4.145  0.39
H: 2.409 2.176 -4.764  0.41
N: -4.359 -0.957 1.700  -0.85
C: -5.446 -1.214 0.920  0.77
N: -5.661 -2.555 0.687  -0.86
O: -6.234 -0.386 0.506  -0.65
H: -4.206 -0.016 2.020  0.41
H: -3.542 -1.538 1.747  0.39
H: -6.531 -2.702 0.208  0.40
H: -5.259 -3.245 1.292  0.38
N: -1.226 -2.667 3.732  -0.85
C: -2.390 -2.838 4.446  0.78
N: -3.296 -3.666 3.811  -0.87
O: -2.630 -2.320 5.508  -0.62
H: -0.955 -3.397 3.093  0.37
H: -0.460 -2.247 4.231  0.41
H: -3.088 -4.279 3.042  0.38
H: -3.991 -4.020 4.448  0.40
N: 5.117 -1.609 -1.550  -0.85
C: 4.276 -2.101 -2.520  0.77
N: 3.804 -1.057 -3.323  -0.89
O: 3.925 -3.252 -2.600  -0.64
H: 5.595 -2.354 -1.078  0.41
H: 5.184 -0.628 -1.356  0.41
H: 4.264 -0.166 -3.289  0.39
H: 3.049 -1.199 -3.967  0.40

Copy entry 2 word for word.
Formula: C7H28N14O7
Source: the Open Molecules 2025 dataset
Level of theory: ωB97M-V/def2-TZVPD

The value obtained for the gap between HOMO and LUMO is 7.71 eV. The energy above the lowest of the compared OMol25 structures with the same formula, charge and spin comes out at 132.0 kcal per mole. Its SMILES is NC(N)=O.NC(N)=O.NC(N)=O.NC(N)=O.NC(N)=O.NC(N)=O.NC(N)=O. The total charge is 0. The calculation puts the energy at -42909.48257 eV. The value obtained for the lowest unoccupied orbital energy is -0.7 eV. The calculation puts the HOMO energy at -8.446 eV.

Last column: natural (NBO) charge in e.
Cartesian coordinates (Å):
N: 2.741 1.672 3.791  -0.81
C: 1.955 0.724 3.408  0.75
N: 2.454 -0.106 2.588  -0.82
O: 0.752 0.709 3.677  -0.69
H: 2.346 2.437 4.319  0.41
H: 3.694 1.843 3.505  0.39
H: 1.797 -0.827 2.325  0.43
H: 3.432 -0.161 2.343  0.38
N: -2.058 1.125 -2.436  -0.82
C: -2.538 0.916 -3.634  0.73
N: -3.794 0.803 -3.623  -0.81
O: -1.907 0.705 -4.649  -0.68
H: -1.072 1.326 -2.356  0.41
H: -2.670 1.102 -1.633  0.39
H: -4.260 0.804 -2.727  0.37
H: -4.364 0.878 -4.453  0.42
N: 0.789 -0.058 0.071  -0.86
C: -0.498 -0.182 0.266  0.76
N: -0.967 -1.033 -0.678  -0.85
O: -1.185 0.342 1.124  -0.69
H: 1.361 0.348 0.797  0.41
H: 1.054 -0.753 -0.612  0.41
H: -0.279 -1.556 -1.201  0.40
H: -1.930 -1.336 -0.646  0.39
N: 4.551 2.459 1.195  -0.81
C: 3.818 2.637 0.198  0.74
N: 3.584 1.526 -0.481  -0.85
O: 3.491 3.744 -0.191  -0.65
H: 4.764 3.261 1.771  0.42
H: 4.917 1.526 1.324  0.37
H: 2.938 1.580 -1.255  0.42
H: 4.201 0.739 -0.342  0.37
N: 3.836 -3.215 -1.548  -0.81
C: 2.568 -3.408 -1.403  0.77
N: 2.281 -4.663 -1.500  -0.81
O: 1.731 -2.566 -1.060  -0.73
H: 4.555 -3.872 -1.282  0.40
H: 4.171 -2.299 -1.287  0.39
H: 1.425 -4.981 -1.068  0.41
H: 2.941 -5.315 -1.900  0.40
N: -4.750 -1.995 -2.130  -0.83
C: -5.284 -2.949 -2.826  0.74
N: -5.718 -3.925 -2.068  -0.83
O: -5.445 -2.826 -3.998  -0.65
H: -4.178 -1.345 -2.650  0.41
H: -4.393 -2.185 -1.204  0.36
H: -5.433 -3.901 -1.099  0.38
H: -6.224 -4.678 -2.511  0.41
N: -0.316 3.267 4.108  -0.86
C: -1.407 3.817 3.613  0.74
N: -1.965 3.059 2.853  -0.80
O: -1.620 5.004 3.813  -0.72
H: -0.101 2.342 3.764  0.40
H: 0.366 3.682 4.727  0.38
H: -1.656 2.118 2.654  0.43
H: -2.501 3.638 2.222  0.40